ORCA calculation (ωB97M-V/def2-TZVPD) on C3H2N2O as an isolated structure at a distorted geometry.

Summary:
- Kohn-Sham gap (spin up / spin down): 9.5 / 7.1 eV
- Highest occupied orbital energy (spin up / spin down): -0.3304 / -0.3828 Ha
- E: -299.9033 hartree
- 2S+1: 3
- Energy above the lowest of the compared OMol25 structures with the same formula, charge and spin: 576.32 kJ/mol
- Total charge: 0

```
8
Properties=species:S:1:pos:R:3:mulliken_charge:R:1
H 1.020 -1.268 -0.353 0.22
C 0.078 -0.880 -0.197 -0.15
O -0.116 1.813 1.546 -0.52
N 0.081 0.767 1.019 0.90
N 0.188 -0.431 1.210 -0.58
C -0.430 1.197 -1.848 -0.20
H -0.585 -1.647 -0.568 0.28
C -0.236 0.449 -0.809 0.05
```

ORCA calculation (ωB97M-V/def2-TZVPD) on one molecule with the formula C2H3N3O at a distorted geometry.

Summary:
- Kohn-Sham gap: 9.7 eV
- Highest occupied orbital energy: -0.3316 Ha
- E: -317.4341 hartree
- Energy above the lowest of the compared OMol25 structures with the same formula, charge and spin: 257.99 kJ/mol
- Total charge: 0

```
9
Properties=species:S:1:pos:R:3:mulliken_charge:R:1
N -0.888 0.390 1.764 -0.58
C -0.416 0.016 -1.476 0.13
N 0.857 -0.356 0.186 -0.04
O 0.924 -0.353 -1.213 -0.29
H -0.527 0.132 -2.581 0.34
C -0.391 0.124 0.616 0.35
H -0.102 0.389 2.520 0.22
H 1.735 -0.549 0.725 0.25
N -1.191 0.208 -0.542 -0.37
```

ORCA calculation (ωB97M-V/def2-TZVPD) on C18H23OS5W as an isolated structure at a distorted geometry.

Summary:
- Kohn-Sham gap (spin up / spin down): 5.9 / 5.1 eV
- Highest occupied orbital energy (spin up / spin down): -0.5860 / -0.6205 Ha
- E: -2831.8367 hartree
- 2S+1: 3
- Total charge: +3

```
48
Properties=species:S:1:pos:R:3:mulliken_charge:R:1
C -4.150 1.504 1.341 -0.72
C 1.715 2.359 3.268 -0.72
H -3.144 2.803 2.755 0.32
H -4.445 1.486 0.277 0.38
H 1.457 -6.364 -5.218 0.37
H -1.472 -0.408 4.951 0.50
C -1.108 4.193 1.831 -0.57
S -2.935 0.072 1.412 -0.04
H -1.859 1.119 4.253 0.31
W -0.732 0.990 1.090 0.20
C -3.478 2.777 1.723 -0.60
H -1.612 5.151 1.643 0.52
H 2.927 -7.026 -4.348 0.34
H -5.035 1.252 1.967 0.48
H 3.044 -0.915 -1.856 0.48
H 1.224 1.122 4.989 0.54
H -1.250 3.824 2.859 0.27
H 0.938 4.762 2.296 0.49
C 2.133 -2.540 -4.732 0.32
H 0.583 4.664 0.542 0.39
H 1.945 3.298 3.771 0.46
O 4.239 -4.786 -3.991 -0.44
C -0.138 0.087 -0.546 -1.89
H -2.381 -1.635 2.921 0.39
C -2.680 -0.595 3.151 -0.78
S 0.029 0.085 3.186 -0.01
C 2.547 -6.301 -5.109 -1.01
H -4.106 3.655 1.485 0.50
C 0.768 -2.147 -4.770 -0.49
C 3.266 -4.989 -4.769 0.77
H -0.145 2.122 4.395 0.28
C -1.616 0.092 3.989 -0.65
S -1.953 2.993 0.672 0.00
C 2.437 -1.304 -2.669 -0.70
H 0.163 -2.510 -5.598 0.45
C 1.055 -1.007 -2.644 0.59
C 0.353 4.237 1.536 -0.79
C 0.244 -1.405 -3.745 -0.69
H -3.690 -0.593 3.592 0.51
C 2.943 -2.078 -3.669 -0.31
C 0.418 -0.377 -1.556 2.29
H -0.787 -1.045 -3.726 0.45
S 1.137 2.554 1.531 0.04
H 3.986 -2.356 -3.753 0.53
S 2.702 -3.636 -5.905 0.09
H 3.025 -6.572 -6.068 0.38
C 0.754 1.535 4.097 -0.61
H 2.685 1.853 3.147 0.40
```

ORCA calculation (ωB97M-V/def2-TZVPD) on a 5-piece molecular cluster, C12H9BCl16N3O5P overall at a distorted geometry.

Summary:
- Kohn-Sham gap: 8.0 eV
- Highest occupied orbital energy: -0.3467 Ha
- E: -8732.3167 hartree
- Total charge: 0

```
47
Properties=species:S:1:pos:R:3:mulliken_charge:R:1
O 2.219 -1.902 -0.704 -0.49
C 1.180 -1.233 -0.503 -0.07
C -0.443 0.554 -1.108 0.10
O -1.548 3.823 0.485 -0.57
Cl -4.475 3.389 -6.540 -0.10
O 1.539 -3.555 2.251 -0.54
Cl 0.907 3.674 5.635 -0.10
Cl -3.123 2.471 -8.937 -0.10
N 2.717 -1.800 3.777 -0.66
C 0.017 0.051 -5.412 0.32
H -3.560 2.355 2.845 0.24
B 1.646 -2.235 2.792 0.60
Cl 3.453 2.284 5.685 -0.11
C 0.581 -1.101 2.327 0.50
Cl 1.564 1.930 7.859 -0.10
P -2.586 2.527 0.925 1.34
O -3.357 1.939 -0.489 -0.57
C -1.435 1.144 1.521 0.63
H -1.882 4.663 0.874 0.33
H 2.465 -0.833 4.071 0.14
Cl 2.582 -5.343 -0.243 -0.08
Cl -0.462 1.759 -5.496 -0.06
H -0.387 -1.351 -1.916 0.27
Cl 4.501 -3.781 -1.723 -0.07
Cl 0.997 0.800 5.244 -0.05
H -4.286 2.279 -0.390 0.34
Cl -5.720 1.387 -8.232 -0.11
H 3.554 -1.652 3.176 0.30
C -0.316 -0.415 3.431 -1.26
Cl 1.519 -0.097 -4.476 -0.08
N 0.302 -0.655 -1.563 0.06
O -0.864 1.408 -1.910 -0.45
H 2.468 -3.880 2.138 0.24
Cl 4.993 -4.399 1.065 -0.13
H -0.189 -0.772 4.503 0.90
Cl 0.280 -0.572 -7.056 -0.09
C -1.332 0.718 3.030 -0.46
N -3.682 2.944 2.006 -0.94
C 0.457 -0.710 0.828 -0.08
C -0.563 0.412 0.475 0.01
H -1.981 1.219 3.832 0.18
C 1.731 2.173 6.107 0.30
Cl -3.384 0.704 -6.652 0.01
Cl 5.148 -6.499 -0.933 -0.10
C -4.175 1.987 -7.590 0.29
Cl -1.270 -0.890 -4.622 -0.12
C 4.307 -5.007 -0.459 0.36
```

ORCA calculation (ωB97M-V/def2-TZVPD) on C48H69N4O6P2S2V as an isolated structure at a distorted geometry.

Summary:
- Kohn-Sham gap (spin up / spin down): 5.7 / 5.4 eV
- Highest occupied orbital energy (spin up / spin down): -0.2222 / -0.2115 Ha
- E: -4964.1069 hartree
- 2S+1: 3
- Energy above the lowest of the compared OMol25 structures with the same formula, charge and spin: 109.43 kJ/mol
- Total charge: 0

```
132
Properties=species:S:1:pos:R:3:mulliken_charge:R:1
H -5.534 -3.137 -0.561 0.56
C -0.111 -3.659 2.635 1.09
C 2.540 -0.298 -1.940 0.36
H 1.076 5.030 -4.057 0.28
C 6.022 -3.103 -0.026 -0.93
H -2.959 0.927 5.562 0.32
C 3.573 -5.232 -4.945 -1.37
O -2.162 3.302 -1.216 -0.39
O -1.125 2.395 -3.241 -0.25
C -3.967 -0.979 5.389 -1.10
H 4.409 -1.770 -4.376 0.39
H 4.638 -1.973 1.138 0.20
H 6.548 -3.485 0.840 0.41
S 0.237 -2.865 -1.964 -0.10
C 2.426 -3.592 2.718 0.73
C 3.127 -0.828 -0.782 -0.29
H 1.752 -4.225 -0.251 -0.48
N 2.112 -4.509 -1.156 0.57
H -4.738 -5.208 2.033 0.29
H 0.250 1.652 -4.567 0.33
C 1.505 -3.901 -2.233 -0.51
H -0.577 4.552 -4.460 0.17
H -0.242 -5.733 3.263 0.58
H 1.224 -3.891 5.192 0.39
H -2.527 0.363 -4.385 0.20
H -2.101 2.227 0.902 -0.40
C 4.061 -1.501 -3.388 -1.23
H -5.696 -5.409 -0.189 0.34
H 6.113 -3.205 -3.405 0.47
O -1.196 -1.196 2.051 -0.26
H 3.231 0.445 5.120 0.44
H -0.156 6.264 -4.331 0.43
H -1.316 0.084 -5.637 0.44
H -2.114 1.655 -5.523 0.32
H 2.910 -4.812 -5.694 0.36
H 3.733 -6.292 -5.138 0.43
C -4.657 -5.082 -0.118 -0.89
C 3.588 -6.031 0.036 -1.25
C 1.137 -2.773 2.725 -0.22
C 2.493 0.710 4.376 -0.92
C 4.260 -1.725 -0.956 0.98
H -3.942 1.519 -0.155 -0.08
C 3.106 -5.425 -1.238 1.29
C 3.031 -0.633 -3.230 -0.77
C 2.662 0.286 3.067 -0.58
H -1.220 -0.179 4.402 -0.75
P -1.601 -2.575 2.463 -0.79
H -0.496 -2.495 4.967 -0.45
H 7.283 -4.140 -1.444 0.43
H -1.986 -5.465 0.761 0.26
V 0.446 1.002 -0.480 -0.20
O 0.103 4.073 -1.779 -0.39
N 2.021 -4.168 -3.467 -0.38
H 0.232 6.077 -1.924 0.32
H -4.131 -1.810 6.081 0.33
H -0.980 -4.645 4.407 0.35
H 1.135 -2.080 1.890 -0.77
H -0.408 2.420 4.045 0.38
H 2.756 -6.465 0.593 0.31
C -4.557 -3.552 -0.309 -0.68
C -1.714 0.824 -4.944 -1.35
H -2.871 -3.542 4.264 0.91
C -3.668 -1.545 4.006 -0.57
C -3.991 -2.862 0.929 -0.76
C -2.486 -2.538 4.058 0.13
C 0.631 1.396 2.472 0.58
C 1.162 -4.777 4.555 -1.11
H 4.373 -6.431 -2.616 0.39
C 1.720 0.612 2.098 -0.15
H 3.249 -2.939 3.014 0.62
H -0.072 -4.157 1.657 0.67
C -2.604 -3.440 1.221 1.44
C 6.444 -3.470 -1.315 -0.72
H 4.543 -4.738 -5.016 0.21
H -3.875 3.818 -2.180 0.37
H 1.256 1.800 5.753 0.44
C -0.127 -4.755 3.738 -1.38
H 4.319 -6.809 -0.171 0.44
N 2.809 -0.563 0.504 -0.80
C 4.703 -2.070 -2.247 1.07
H -4.467 3.185 0.167 0.33
C 2.370 -4.830 3.632 -0.87
C -1.535 2.147 1.820 -0.17
C -4.346 2.424 -0.604 -0.94
H -4.120 -5.591 -0.922 0.38
C -3.458 2.918 -1.722 0.18
H -1.965 1.390 2.479 0.09
H -3.424 -0.725 3.325 0.01
C -0.621 1.288 -4.015 0.65
H -4.660 -3.026 1.775 0.19
H 1.151 -5.640 5.225 0.51
C 0.447 1.824 3.771 -0.30
C -4.080 -5.531 1.222 -1.09
C -2.812 -0.106 5.887 -1.19
H -2.351 -5.248 2.456 0.05
N 1.780 0.211 0.749 0.88
H -1.997 -3.247 0.323 -0.08
H -1.798 -2.623 6.120 0.50
H -1.379 5.435 -2.256 0.20
O -0.228 1.721 1.437 0.12
O 1.499 0.520 -1.920 0.00
H 3.517 -0.306 2.774 0.49
C 4.958 -2.258 0.149 -0.29
H -0.661 -0.342 6.052 0.89
H -3.925 -1.784 0.776 0.29
P -0.750 2.706 -1.714 1.01
C -0.311 5.279 -2.434 -0.25
H 2.296 -5.740 3.030 0.17
C 0.024 5.274 -3.912 -0.96
H 4.055 -5.269 0.659 0.15
C -2.677 -4.974 1.451 -0.39
H -4.554 -2.036 3.606 0.35
H 2.524 -0.195 -4.078 0.39
H -5.333 2.185 -0.998 0.41
C 3.006 -5.017 -3.575 1.25
H -3.895 -3.327 -1.148 0.21
C 5.792 -2.954 -2.402 -0.79
H 1.095 -2.151 3.621 0.35
H -3.333 2.167 -2.503 0.02
H 2.653 -3.893 1.692 -1.52
H -4.052 -6.622 1.273 0.52
S -2.428 -0.659 -1.389 -0.24
C -1.500 -2.136 5.186 -0.63
H -0.288 0.494 -3.348 -0.37
H -2.814 -0.089 6.979 0.33
C -1.466 -0.624 5.369 0.35
H -4.898 -0.410 5.370 0.52
H -1.480 3.123 2.306 0.38
C 3.578 -5.717 -2.480 -1.32
C -1.122 0.068 -0.930 0.78
H 3.291 -4.923 4.210 0.55
C 1.390 1.469 4.732 -0.82
```